No. 1
93
Properties=species:S:1:pos:R:3:forces:R:3:lowdin_spin:R:1 method="wB97M-V/def2-TZVPD" total_charge=-2 s_squared=3.775 lumo_energy_ev="3.4 / 2.8" spin_multiplicity=4 gap_ha="0.1474 / 0.1504" relative_energy_kcal_mol=9.2
Ti 0.78712 0.19775 1.04068 0.00 -0.01 0.13 0.06
O 2.41406 -0.95365 4.56163 -0.03 -0.01 0.00 0.08
C 2.15734 -0.20664 3.49570 0.01 0.07 0.03 0.20
O 1.75856 -0.79233 2.42186 0.01 -0.05 0.06 0.08
C 2.24424 1.19602 3.45813 -0.02 0.03 -0.02 0.15
C 2.68475 2.12927 4.43303 0.00 -0.01 0.00 0.20
C 2.53674 3.47655 4.15616 0.00 0.00 0.01 0.07
C 1.92263 3.92977 2.98459 -0.01 -0.01 -0.01 0.23
C 1.44728 2.95217 2.06837 0.01 0.01 0.03 0.13
N 1.71075 1.63711 2.28287 -0.01 -0.08 0.02 0.27
C 0.60702 3.09045 0.95615 -0.05 0.00 0.03 0.23
O 0.15579 4.30738 0.51861 0.02 -0.01 -0.01 0.09
O 0.18444 2.06436 0.32189 0.04 0.10 -0.09 0.16
H 1.77801 -1.73435 4.47177 0.01 0.01 0.01 0.00
H 3.10666 1.78015 5.36465 0.00 0.00 0.00 0.01
H 2.88117 4.20538 4.88246 0.00 0.00 0.00 0.00
H 1.78112 4.99087 2.81409 0.00 0.00 0.00 0.02
H 0.46658 4.96998 1.14595 0.00 0.00 0.00 0.00
S 0.03133 -2.98026 4.07676 -0.01 0.01 0.00 0.00
Sb -1.45418 -1.94718 2.57387 0.02 0.03 -0.04 0.00
S -0.30782 -1.85225 0.34983 -0.06 0.00 0.06 0.00
S -1.13962 0.44195 2.65705 -0.03 -0.02 0.05 0.01
I -3.74727 -4.99448 -4.01697 0.00 0.00 0.00 0.00
C -3.34333 -3.17224 -3.13908 -0.02 -0.01 0.00 0.00
C -2.62828 -2.93778 -1.98495 -0.02 0.02 -0.05 0.00
N -2.63480 -1.60754 -1.82069 0.00 -0.15 0.00 0.00
N -3.29365 -0.95552 -2.78247 -0.01 0.03 0.04 0.00
C -3.73536 -1.90235 -3.59596 -0.01 0.01 -0.02 0.00
H -2.11621 -3.57659 -1.28564 0.01 -0.01 -0.02 0.00
H -2.13317 -1.14806 -1.05873 0.07 0.12 -0.02 0.00
H -4.30999 -1.64962 -4.47260 0.00 0.00 0.00 0.00
C -0.68603 7.25715 -7.12057 0.00 0.01 0.00 0.00
C -0.58077 6.20545 -6.04736 0.00 0.00 0.00 0.00
C -1.00668 6.45429 -4.75067 0.00 0.00 0.00 0.00
C -0.90441 5.49529 -3.74602 0.00 0.00 -0.02 0.01
C -1.38144 5.80219 -2.35483 0.00 0.00 0.01 0.03
C -0.35238 4.24613 -4.04755 -0.02 -0.01 0.02 0.06
Te -0.15079 2.77900 -2.53207 -0.03 -0.03 0.03 0.73
C 0.08365 3.97605 -5.35118 0.01 0.00 -0.02 0.01
C 0.68863 2.64275 -5.69297 0.01 0.00 -0.01 0.03
C -0.04044 4.95602 -6.32846 -0.01 0.00 0.00 0.00
H -1.26876 8.11193 -6.77544 0.00 0.00 0.00 0.00
H -1.16659 6.86235 -8.01819 0.00 0.00 0.00 0.00
H 0.30067 7.62430 -7.41429 0.00 0.00 0.00 0.00
H -1.43724 7.42164 -4.50805 0.00 0.00 0.00 0.00
H -1.79116 6.81109 -2.29077 0.00 0.00 0.00 0.00
H -0.57151 5.70821 -1.62710 0.00 0.00 0.00 0.01
H -2.15326 5.09249 -2.04443 0.00 0.00 0.00 0.01
H 0.01335 1.82044 -5.44096 -0.01 0.01 0.00 0.01
H 1.60930 2.48055 -5.12433 0.00 0.00 0.01 0.01
H 0.92317 2.57586 -6.75614 0.01 0.00 0.00 0.00
H 0.29537 4.73521 -7.33813 0.00 0.00 0.00 0.00
C 2.37125 -2.72635 -2.26456 -0.02 -0.02 -0.03 0.00
C 2.89232 -1.32298 -2.60816 0.00 -0.01 0.00 0.00
C 1.69418 -0.58305 -3.22287 0.03 -0.02 0.01 0.01
C 4.01051 -1.46045 -3.64674 -0.01 -0.01 0.00 0.00
P 3.35667 -0.45423 -0.99827 -0.02 -0.05 0.02 0.01
N 2.06857 0.05456 -0.29243 0.11 0.06 -0.16 0.03
C 4.30667 -1.69418 0.06936 0.00 0.02 -0.01 0.00
C 4.91289 -0.92416 1.25291 -0.02 0.00 0.00 0.00
C 3.30810 -2.72010 0.65060 -0.01 -0.06 0.00 0.00
C 5.43084 -2.46700 -0.63295 0.01 0.01 0.02 0.00
C 4.46593 1.04215 -1.37355 -0.01 0.02 -0.01 0.00
C 3.84617 1.84147 -2.52685 -0.04 -0.01 -0.03 0.00
C 5.92781 0.74931 -1.72309 -0.02 -0.02 0.00 0.00
C 4.40953 1.98956 -0.16184 -0.01 -0.04 -0.01 0.00
H 1.89159 -3.13643 -3.15915 -0.01 0.00 0.00 0.00
H 1.62659 -2.69574 -1.46588 -0.01 0.00 -0.03 0.00
H 3.16931 -3.40925 -1.97841 -0.05 0.01 -0.05 0.00
H 1.33937 -1.15719 -4.08527 0.01 0.00 0.00 0.00
H 1.93677 0.42043 -3.56358 0.01 0.06 0.00 0.01
H 0.88397 -0.51586 -2.49619 0.00 0.01 0.01 0.01
H 3.62683 -2.04851 -4.48743 0.00 0.00 0.00 0.00
H 4.88359 -1.98263 -3.25421 0.00 0.00 0.01 0.00
H 4.33916 -0.50185 -4.04526 0.00 0.01 0.00 0.00
H 4.17304 -0.29168 1.74260 -0.02 0.00 0.00 0.00
H 5.76712 -0.31575 0.95847 0.03 0.05 -0.01 0.00
H 5.26418 -1.65146 1.98976 0.00 0.01 0.00 0.00
H 2.29880 -2.33166 0.76688 0.05 -0.03 -0.01 0.00
H 3.63862 -3.01651 1.64835 0.02 0.00 0.00 0.00
H 3.26110 -3.61818 0.03541 -0.01 0.02 0.06 0.00
H 6.19646 -1.82626 -1.06831 0.03 0.05 -0.01 0.00
H 5.05044 -3.12769 -1.41161 0.04 0.03 0.02 0.00
H 5.91698 -3.10141 0.11591 0.01 0.00 0.00 0.00
H 3.92160 1.33770 -3.48926 -0.02 -0.01 -0.02 0.00
H 4.38438 2.79135 -2.61247 0.00 -0.01 0.00 0.00
H 2.80027 2.07246 -2.32683 -0.01 0.00 0.00 0.00
H 6.03408 0.06365 -2.56478 -0.01 -0.01 -0.01 0.00
H 6.48301 0.34630 -0.87792 0.01 -0.03 0.02 0.00
H 6.40717 1.69340 -2.00495 0.00 -0.01 0.00 0.00
H 3.37785 2.17441 0.13613 -0.01 -0.01 0.00 0.00
H 4.86655 2.94176 -0.45193 0.01 -0.01 0.00 0.00
H 4.94554 1.61508 0.70461 0.02 -0.05 0.06 0.00

***

No. 2
15
Properties=species:S:1:pos:R:3:forces:R:3:mulliken_charge:R:1 method="wB97M-V/def2-TZVPD" total_charge=-1 lumo_energy_ev=3.8 gap_ha=0.2355 relative_energy_kcal_mol=15.1 smiles="CNC(=O)CC[S-]"
C 1.48908 1.42092 1.13429 0.75 -1.95 0.02 -0.91
N 0.31681 0.82206 0.54120 -0.03 1.35 -0.95 -0.07
C 0.33513 0.39485 -0.75469 -0.51 -1.78 0.22 0.59
O 1.30039 0.45553 -1.50564 0.58 0.63 0.18 -0.70
C -0.84300 -0.52369 -1.20908 0.72 1.85 0.88 -0.76
C -1.13531 -1.61656 -0.21488 -1.27 -1.41 0.50 -0.69
S -2.11058 -1.01081 1.27905 0.56 -0.32 -0.61 -0.69
H 2.26508 1.24134 0.38530 0.11 0.85 0.00 0.29
H 1.42807 2.43323 1.51535 -0.20 0.25 -0.31 0.28
H 1.82177 0.74763 1.94639 -0.27 0.48 0.18 0.29
H -0.60190 1.01382 0.90978 -0.17 -0.75 0.46 0.23
H -1.75895 0.08386 -1.16374 0.08 -0.13 -0.84 0.27
H -0.43783 -0.79618 -2.18929 -0.83 -0.31 -0.05 0.30
H -0.29302 -2.27386 0.00545 0.64 0.60 0.51 0.30
H -1.77575 -2.39213 -0.67949 -0.16 0.65 -0.20 0.25

***

No. 3
15
Properties=species:S:1:pos:R:3:forces:R:3:mulliken_charge:R:1 method="wB97M-V/def2-TZVPD" total_charge=0 lumo_energy_ev=0.8 gap_ha=0.3731 relative_energy_kcal_mol=46.5 smiles="C=C(C)[C@H](O)C=O"
C -0.42420 -1.58073 0.31200 -0.14 0.44 0.13 -0.98
C -0.53728 -0.25474 0.14809 -0.04 -0.11 0.28 0.54
C -1.69335 0.36873 -0.58286 0.19 -0.21 -0.03 -1.11
C 0.62057 0.61211 0.69735 0.14 -0.38 -0.18 -0.06
O 0.62044 1.91891 0.19579 -0.12 -0.16 0.22 -0.58
C 1.80519 -0.10849 -0.00471 -0.21 0.02 -0.30 0.07
O 2.21812 0.33921 -1.04916 0.24 -0.10 0.50 -0.54
H 0.08780 -1.88915 1.21977 0.63 -0.60 -0.60 0.36
H -0.82052 -2.28898 -0.41830 -0.59 0.04 0.82 0.27
H -2.34367 -0.44334 -0.93708 0.20 0.33 -0.13 0.37
H -1.40944 1.04623 -1.38602 -0.07 0.02 0.00 0.26
H -2.28060 0.93045 0.16455 0.28 -0.04 -0.31 0.27
H 0.74393 0.57664 1.79514 -0.19 0.08 -0.37 0.32
H 1.24465 1.84541 -0.55423 -0.23 0.41 -0.03 0.38
H 2.16836 -1.07227 0.39967 -0.08 0.25 -0.01 0.42

***

No. 4
9
Properties=species:S:1:pos:R:3:forces:R:3:mulliken_charge:R:1 method="wB97M-V/def2-TZVPD" total_charge=0 lumo_energy_ev=0.3 gap_ha=0.3853 relative_energy_kcal_mol=42.9
C 0.40124 -1.48093 -0.97003 1.96 -2.06 -2.87 0.09
C 0.03693 0.30446 -0.06143 -1.25 0.06 2.90 0.39
N -0.68247 -1.66650 -0.34302 0.25 -2.09 0.10 -0.31
N -0.87413 -0.57039 0.37509 0.39 3.59 -0.64 -0.28
O 0.95623 -0.26031 -0.87444 -1.31 -0.10 0.46 -0.25
P 0.32482 1.91961 0.75930 -1.11 -0.10 2.17 -0.22
H 0.91201 -2.19237 -1.63891 -0.43 0.52 0.50 0.38
H -0.09209 1.41920 2.26363 0.64 0.82 -2.78 0.11
H -0.98253 2.52723 0.48981 0.87 -0.64 0.17 0.09